Model a:
This record from the OMol25 dataset describes the molecule C15H22N2O4. The level of theory is the ωB97M-V functional and the def2-TZVPD basis.

Geometry (Å):
C: -4.44669 -2.50515 0.08623
O: -3.10886 -2.25045 -0.28929
C: -2.59559 -1.00490 -0.32127
C: -1.26666 -0.94566 -0.73094
C: -0.52965 0.22539 -0.81666
C: 0.88434 0.10323 -1.31998
N: 1.61237 -0.90945 -0.56497
C: 1.68087 -0.67257 0.86467
C: 2.39982 0.60650 1.32382
C: 3.91791 0.48032 1.49084
C: 4.62930 -0.39381 0.45198
C: 4.05218 -0.30832 -0.96078
C: 2.87448 -1.27416 -1.16893
C: -1.19149 1.41051 -0.48433
N: -0.59875 2.71228 -0.52659
O: 0.61290 2.81898 -0.49052
O: -1.35093 3.66805 -0.58859
C: -2.53482 1.37949 -0.09475
C: -3.25418 0.20668 0.00263
O: -4.56196 0.16122 0.39458
C: -5.21914 1.37201 0.69126
H: -5.15394 -2.01820 -0.58724
H: -4.64528 -2.18746 1.11112
H: -4.55786 -3.58653 0.01180
H: -0.78226 -1.87636 -0.97907
H: 1.38290 1.07805 -1.33496
H: 0.83057 -0.25940 -2.35400
H: 2.15746 -1.54776 1.31312
H: 0.64729 -0.63839 1.22409
H: 1.98069 0.90700 2.28687
H: 2.17151 1.40996 0.62463
H: 4.13839 0.07058 2.47988
H: 4.33963 1.48762 1.45987
H: 4.60082 -1.43860 0.77155
H: 5.68128 -0.09908 0.43004
H: 4.83076 -0.58145 -1.67688
H: 3.74513 0.71383 -1.18327
H: 3.15326 -2.25363 -0.76311
H: 2.69855 -1.40163 -2.24103
H: -2.99268 2.32731 0.13883
H: -5.23911 2.04095 -0.17389
H: -6.23732 1.08935 0.95364
H: -4.75522 1.88363 1.53963

Lowest unoccupied orbital energy ... -0.21 eV
SMILES string ... COc1cc(CN2CCCCCC2)c([N+](=O)[O-])cc1OC
Charge ... 0
Kohn-Sham gap ... 7.94 eV

Model b:
This record from the OMol25 dataset describes the molecule C15H22N2O4. The level of theory is the ωB97M-V functional and the def2-TZVPD basis.

Geometry (Å):
O: 0.09915 2.74769 -2.44460
C: -0.85083 2.45428 -1.74994
C: -0.62769 1.95438 -0.32228
C: -0.23099 3.10999 0.58562
O: -1.32747 4.01596 0.62524
N: 0.44230 0.98466 -0.38918
C: 0.56127 -0.00924 0.52677
O: -0.22066 -0.13004 1.45685
C: 1.70064 -0.97123 0.30827
C: 1.28446 -2.46011 0.12967
C: 2.36164 -2.83326 1.14224
C: 2.49941 -1.37712 1.57446
C: 3.50353 -3.80230 0.90000
C: 2.47765 -4.05402 1.94281
C: 2.43746 -4.41619 3.37280
C: 1.58104 -5.15447 2.34839
N: -2.13801 2.35708 -2.20427
C: -3.30598 2.84496 -1.46331
C: -4.38185 2.75714 -2.52925
C: -3.60554 3.23490 -3.74460
O: -2.26228 2.77924 -3.55525
H: -1.51037 1.46371 0.08454
H: -0.00648 2.70815 1.57679
H: 0.66311 3.58676 0.17187
H: -1.08387 4.77619 1.16009
H: 1.10932 1.09484 -1.13659
H: 2.35589 -0.64042 -0.49806
H: 0.27965 -2.63325 0.51802
H: 1.37043 -2.87088 -0.87557
H: 3.50666 -0.97224 1.66664
H: 1.92469 -1.16032 2.47586
H: 3.47260 -4.39676 -0.00577
H: 4.49159 -3.49295 1.22078
H: 3.28270 -4.94852 3.78963
H: 1.93117 -3.75108 4.06099
H: 0.51546 -4.96304 2.36439
H: 1.86404 -6.16940 2.10140
H: -3.49224 2.21195 -0.59975
H: -3.15270 3.87098 -1.12557
H: -4.71011 1.72584 -2.65625
H: -5.24304 3.38385 -2.30788
H: -3.96327 2.81795 -4.68463
H: -3.60247 4.32633 -3.81139

Lowest unoccupied orbital energy ... 0.65 eV
SMILES string ... O=C([C@H](CO)NC(=O)[C@H]1C[C@@]2(C1)C[C@]21CC1)N1CCCO1
Charge ... 0
Kohn-Sham gap ... 9.63 eV

Model c:
This record from the OMol25 dataset describes the molecule C15H22N2O4. The level of theory is the ωB97M-V functional and the def2-TZVPD basis.

Geometry (Å):
C: 0.78589 -0.45960 4.47836
C: 2.11037 -0.87482 3.85114
C: 1.96593 -1.71942 2.55143
C: 3.34573 -2.35034 1.98715
C: 1.15475 -0.90204 1.40897
N: 1.15933 -1.61714 0.14260
C: 0.06836 -2.06997 -0.63410
O: 0.26002 -3.07178 -1.30461
C: -1.29804 -1.43684 -0.37572
N: -1.72033 -2.05691 0.97163
C: -1.18480 0.14088 -0.24876
C: -1.47197 0.99926 -1.27713
C: -0.74951 1.14110 -2.44385
C: -1.01093 1.90136 -3.59801
C: -2.05160 2.79314 -3.27390
O: -2.62346 3.55393 -4.22338
C: -2.68264 2.86970 -2.05600
C: -2.40018 1.97500 -1.02063
C: 1.43588 0.49205 1.08549
O: 0.88591 1.47084 1.52210
O: 2.57190 0.44188 0.19718
H: 0.04606 0.02011 3.78856
H: 0.85005 0.09913 5.52329
H: 0.04253 -1.41556 4.68457
H: 2.68984 0.08243 3.81132
H: 2.65402 -1.59559 4.58505
H: 1.33764 -2.63926 2.70127
H: 4.00015 -1.42271 2.00011
H: 3.68510 -3.07892 2.68954
H: 3.33076 -2.85489 1.01613
H: 0.22423 -1.21767 1.75437
H: 2.00900 -1.46371 -0.26392
H: -2.02276 -1.71411 -1.13084
H: -2.71425 -1.72282 1.28125
H: -1.86538 -3.06247 0.66810
H: -0.21727 0.25992 0.18458
H: -1.70802 0.28543 0.73413
H: -0.04284 0.31493 -2.60365
H: -0.13020 1.99753 -4.31387
H: -2.07641 3.87611 -4.89609
H: -3.11740 3.86282 -2.21597
H: -3.10617 1.68701 -0.20458
H: 3.19991 1.26491 0.26999

Lowest unoccupied orbital energy ... 0.48 eV
SMILES string ... CC[C@H](C)[C@H](NC(=O)[C@@H](N)Cc1ccc(O)cc1)C(=O)O
Charge ... 0
Kohn-Sham gap ... 9.00 eV

Result of the stability comparison: model c is the least stable of them.

Model a:
This record from the OMol25 dataset describes a cluster of 2 separate species, C2H5ClN2 in total. The level of theory is the ωB97M-V functional and the def2-TZVPD basis.

Geometry (Å):
C: 1.02966 -0.80745 0.55979
C: -1.20955 0.99942 0.08717
N: 1.65804 -0.86159 -0.46621
N: -0.89920 -0.39305 0.07470
Cl: 3.18601 -1.45294 -0.79165
H: 0.85016 -1.16418 1.56397
H: -0.46270 1.61362 -0.41496
H: -1.98041 1.15054 -0.77007
H: -1.40748 1.39260 1.06112
H: -0.76453 -0.47697 -0.90386

Lowest unoccupied orbital energy (spin up / spin down) ... 0.17 / 0.17 eV
Charge ... 0
Kohn-Sham gap (spin up / spin down) ... 8.71 / 8.71 eV

Model b:
This record from the OMol25 dataset describes the molecule C2H5ClN2. The level of theory is the ωB97M-V functional and the def2-TZVPD basis.

Geometry (Å):
H: -1.41148 -2.02769 0.26325
N: -1.39914 -0.99687 0.06254
C: -0.40786 -0.27372 0.17418
N: 0.84953 -0.57929 0.86388
C: -0.17119 1.03541 -0.59228
Cl: 0.80072 0.62850 -1.99682
H: 0.81248 -0.94738 1.79784
H: 1.70881 -0.08891 0.46185
H: 0.20493 1.80104 0.09629
H: -0.98680 1.44890 -1.13073

Lowest unoccupied orbital energy ... 0.94 eV
SMILES string ... [H]/N=C(\N)CCl
Charge ... 0
Kohn-Sham gap ... 10.47 eV

Model c:
This record from the OMol25 dataset describes a cluster of 2 separate species, C2H5ClN2 in total. The level of theory is the ωB97M-V functional and the def2-TZVPD basis.

Geometry (Å):
C: -0.14670 -0.80545 -1.65847
C: 0.56983 0.18364 0.70911
N: -1.00092 -0.91372 -2.49697
N: -0.20711 0.47675 1.63035
Cl: -2.04652 -2.52035 -3.36137
H: 0.28521 -1.61422 -1.09627
H: -1.39264 -0.19354 -3.00012
H: 1.39098 -0.50662 0.62162
H: 0.53177 0.67371 -0.27442
H: -0.12506 -0.18655 2.45911

Lowest unoccupied orbital energy ... -0.98 eV
Charge ... 0
Kohn-Sham gap ... 8.27 eV

Result of the stability comparison: model a is the least stable of them.

Model a:
This record from the OMol25 dataset describes the ion C4H5O2S2 with charge -1. The level of theory is the ωB97M-V functional and the def2-TZVPD basis.

Geometry (Å):
C: -1.46507 0.03853 0.77445
C: 1.86112 -0.20928 -0.58130
C: -0.52419 0.77719 -0.12107
C: 0.70898 0.29419 -0.23380
O: 0.29579 -1.68687 2.21239
O: 1.00126 -0.00682 3.91976
S: -1.52208 0.48362 2.55075
S: 0.53921 -0.26664 2.56188
H: -2.52595 -0.01601 0.26425
H: -1.21504 -1.02229 0.62520
H: 2.71452 -0.00098 -0.01722
H: 1.90150 -0.94547 -1.50826
H: -0.96404 1.64436 -0.53193

Lowest unoccupied orbital energy ... 3.63 eV
Charge ... -1
Kohn-Sham gap ... 7.01 eV

Model b:
This record from the OMol25 dataset describes the ion C4H5O2S2 with charge -1. The level of theory is the ωB97M-V functional and the def2-TZVPD basis.

Geometry (Å):
O: -0.23175 -2.20083 -0.30025
C: 0.65964 -1.50694 -0.80737
O: 1.68590 -1.82126 -1.40241
C: 0.41337 0.00672 -0.52203
C: 0.29122 0.37380 0.88328
S: 1.00805 1.75334 1.80860
C: -0.90367 0.61389 -0.05784
S: -2.35858 -0.33124 -0.19601
H: 1.04647 0.42004 -1.31103
H: 0.25189 -0.42541 1.60393
H: 0.52672 2.81002 0.98776
H: -1.00355 1.73836 -0.36980
H: -1.38574 -1.43050 -0.31682

Lowest unoccupied orbital energy ... 3.07 eV
SMILES string ... O=C([O-])C1[C@@H](S)[C@@H]1S
Charge ... -1
Kohn-Sham gap ... 7.30 eV

Result of the stability comparison: model a is the least stable of them.

Model a:
This record from the OMol25 dataset describes a cluster of 2 separate species, C3H11NOS in total. The level of theory is the ωB97M-V functional and the def2-TZVPD basis.

Geometry (Å):
C: 0.34076 2.66026 -0.39046
C: -0.23754 1.29431 -0.24198
N: -0.25833 0.63644 -1.53321
C: 0.48000 0.38676 0.82318
S: -0.49213 -0.99058 1.59596
H: 0.30958 3.26511 0.56509
H: -0.23780 3.21475 -1.13510
H: 1.36945 2.77485 -0.76404
H: -1.36460 1.27356 0.00094
H: -0.40280 1.39624 -2.18325
H: 0.73748 0.28510 -1.77926
H: 1.48745 0.06398 0.51298
H: 0.59581 1.04673 1.69140
H: -1.53741 -0.87935 0.68862
O: 0.50911 -2.62124 -1.41155
H: 0.36634 -3.44992 -1.77254
H: 0.78665 -2.67487 -0.47978

Lowest unoccupied orbital energy ... 0.93 eV
SMILES string ... C[C@@H](N)CS.O
Charge ... 0
Kohn-Sham gap ... 9.88 eV

Model b:
This record from the OMol25 dataset describes a cluster of 2 separate species, C3H11NOS in total. The level of theory is the ωB97M-V functional and the def2-TZVPD basis.

Geometry (Å):
C: 2.28553 0.87697 0.42044
N: 0.84592 1.05776 0.08756
C: 0.01369 -0.10180 0.12126
C: -0.80150 -0.37131 -1.17545
S: -1.37041 -1.99515 -1.45907
H: 2.83427 0.13577 0.96642
H: 2.86996 1.04564 -0.54074
H: 2.57029 1.84250 0.96067
H: 0.93389 1.42219 -0.85547
H: -0.87111 0.17173 0.75353
H: 0.26870 -1.10728 0.46638
H: -0.25291 -0.04539 -2.03893
H: -1.60214 0.41778 -1.18926
H: -2.23230 -1.95668 -0.41460
O: 0.24985 2.05218 2.93139
H: 0.02764 2.73276 2.27517
H: 0.49962 1.24867 2.42641

Lowest unoccupied orbital energy ... 0.77 eV
SMILES string ... CNCCS.O
Charge ... 0
Kohn-Sham gap ... 9.70 eV

Model c:
This record from the OMol25 dataset describes a cluster of 2 separate species, C3H11NOS in total. The level of theory is the ωB97M-V functional and the def2-TZVPD basis.

Geometry (Å):
C: -1.85198 0.29708 1.21486
S: -2.44792 0.13630 -0.47262
C: -2.53803 1.89046 -0.96736
H: -0.84124 0.69186 1.21768
H: -1.78874 -0.71020 1.62979
H: -2.48954 0.91082 1.85372
H: -3.54249 2.25741 -0.78441
H: -1.88265 2.45320 -0.29456
H: -2.25643 1.96203 -2.01749
N: 2.86816 -1.78492 0.54632
C: 2.01741 -1.02242 -0.37457
O: 2.86152 -0.37355 -1.31778
H: 2.30140 -2.15604 1.30167
H: 3.25010 -2.55445 0.00648
H: 1.34029 -1.67631 -0.93061
H: 1.41489 -0.29337 0.16323
H: 3.58525 -0.02790 -0.77436

Lowest unoccupied orbital energy ... 0.81 eV
SMILES string ... CSC.NCO
Charge ... 0
Kohn-Sham gap ... 9.35 eV

Model d:
This record from the OMol25 dataset describes a cluster of 2 separate species, C3H11NOS in total. The level of theory is the ωB97M-V functional and the def2-TZVPD basis.

Geometry (Å):
C: -1.25819 -1.61953 -0.61268
S: -0.31533 -2.52120 0.65817
C: -0.35857 -1.30219 2.02040
H: -1.63553 -0.64536 -0.33723
H: -0.55852 -1.49798 -1.43639
H: -2.08560 -2.26313 -0.90102
H: -0.54256 -0.30831 1.63286
H: 0.59498 -1.29981 2.53858
H: -1.17990 -1.49917 2.70583
N: 0.01286 2.22437 -0.86122
C: 0.88724 1.07580 -0.94335
O: 2.27563 1.37190 -0.86645
H: 0.34258 2.90660 -1.54504
H: 0.14901 2.70062 0.02376
H: 0.68812 0.52643 -1.86148
H: 0.59006 0.34561 -0.18755
H: 2.39370 1.80535 -0.02722

Lowest unoccupied orbital energy ... 0.73 eV
SMILES string ... CSC.NCO
Charge ... 0
Kohn-Sham gap ... 9.23 eV

Result of the stability comparison: model b is the least stable of them.